[1]
{
  "formula": "C47H46BrN6O6RbS",
  "method": "ωB97M-V/def2-TZVPD",
  "e_tot_ev": -152246.007,
  "total_charge": -2,
  "spin_multiplicity": 1,
  "symbols": ["Rb", "C", "O", "C", "C", "C", "Br", "C", "C", "C", "O", "C", "N", "C", "C", "C", "C", "C", "C", "N", "H", "H", "H", "H", "H", "H", "H", "H", "H", "H", "H", "N", "C", "C", "O", "O", "H", "H", "H", "H", "O", "C", "N", "C", "C", "O", "N", "C", "C", "C", "C", "C", "C", "C", "C", "C", "C", "C", "C", "H", "H", "H", "H", "H", "H", "H", "H", "H", "H", "H", "C", "C", "C", "C", "H", "H", "H", "H", "H", "H", "H", "H", "H", "N", "S", "C", "C", "C", "C", "C", "C", "C", "C", "C", "C", "C", "C", "H", "H", "H", "H", "H", "H", "H", "H", "H", "H", "H"],
  "coordinates": [[-1.478, 1.056, 0.123], [-2.913, 0.124, 3.497], [-1.554, 0.191, 3.099], [-0.627, -0.211, 3.989], [-0.956, -0.791, 5.192], [0.072, -1.173, 6.044], [-0.382, -1.982, 7.713], [1.380, -0.973, 5.727], [1.736, -0.364, 4.504], [0.728, 0.000, 3.607], [0.842, 0.606, 2.409], [3.201, -0.139, 4.365], [4.036, -0.453, 5.333], [5.284, -0.090, 4.876], [6.536, -0.194, 5.482], [7.640, 0.249, 4.774], [7.514, 0.793, 3.482], [6.279, 0.909, 2.870], [5.178, 0.460, 3.593], [3.836, 0.428, 3.304], [-3.227, -0.911, 3.650], [-3.491, 0.540, 2.680], [-3.078, 0.706, 4.409], [-1.984, -0.960, 5.467], [2.176, -1.254, 6.398], [1.680, 0.509, 1.922], [6.633, -0.619, 6.474], [8.625, 0.173, 5.221], [8.401, 1.123, 2.956], [6.168, 1.318, 1.873], [3.468, 0.678, 2.384], [-1.321, 3.715, 2.128], [-1.592, 4.291, 0.798], [-3.067, 3.968, 0.447], [-3.912, 4.725, 0.970], [-3.260, 2.956, -0.280], [-2.073, 4.001, 2.743], [-0.459, 4.071, 2.515], [-0.911, 3.836, 0.072], [-1.469, 5.377, 0.763], [3.079, 1.103, 0.636], [2.515, 1.222, -0.468], [3.229, 1.574, -1.602], [2.312, 1.871, -2.686], [0.974, 1.398, -2.005], [-0.090, 1.397, -2.609], [1.206, 1.048, -0.725], [2.551, 1.037, -3.937], [1.823, 1.304, -5.096], [1.980, 0.516, -6.226], [2.865, -0.558, -6.214], [3.581, -0.837, -5.060], [3.421, -0.046, -3.927], [2.288, 3.376, -2.959], [1.317, 4.199, -2.397], [1.366, 5.577, -2.577], [2.385, 6.150, -3.323], [3.357, 5.335, -3.894], [3.302, 3.960, -3.717], [4.113, 2.042, -1.509], [1.111, 2.122, -5.096], [1.398, 0.729, -7.116], [2.983, -1.180, -7.093], [4.251, -1.688, -5.029], [3.950, -0.284, -3.013], [0.507, 3.764, -1.825], [0.597, 6.199, -2.134], [2.418, 7.223, -3.468], [4.155, 5.773, -4.483], [4.052, 3.325, -4.178], [-0.068, -3.078, 1.714], [-0.607, -3.799, 0.471], [-0.417, -5.326, 0.714], [-0.038, -3.229, -0.793], [-0.521, -3.456, 2.645], [-0.233, -1.998, 1.654], [1.016, -3.239, 1.785], [-1.704, -3.656, 0.453], [0.654, -5.555, 0.758], [-0.839, -5.884, -0.124], [-0.896, -5.678, 1.655], [-0.504, -3.538, -1.728], [1.054, -3.130, -0.834], [-3.499, -1.300, 0.696], [-4.162, -0.818, -0.636], [-5.871, -1.450, -0.680], [-6.459, -1.718, 0.544], [-7.774, -2.171, 0.594], [-8.498, -2.340, -0.576], [-7.906, -2.056, -1.799], [-6.592, -1.610, -1.855], [-3.539, -1.693, -2.072], [-3.583, -3.077, -2.150], [-2.993, -3.710, -3.228], [-2.350, -2.959, -4.210], [-2.289, -1.580, -4.110], [-2.889, -0.937, -3.034], [-3.507, -2.314, 0.800], [-5.867, -1.586, 1.442], [-8.232, -2.391, 1.551], [-9.520, -2.696, -0.536], [-8.467, -2.192, -2.717], [-6.124, -1.403, -2.811], [-4.051, -3.656, -1.361], [-2.985, -4.791, -3.278], [-1.849, -3.463, -5.028], [-1.738, -1.002, -4.843], [-2.801, 0.138, -2.916]]
}


[2]
{
  "formula": "C54H44IN6PPdS",
  "method": "ωB97M-V/def2-TZVPD",
  "e_tot_ev": -97358.091,
  "total_charge": 0,
  "spin_multiplicity": 1,
  "symbols": ["Pd", "C", "N", "C", "N", "C", "C", "C", "C", "C", "C", "C", "C", "C", "C", "C", "C", "C", "C", "P", "C", "N", "C", "C", "N", "C", "C", "C", "C", "C", "C", "C", "C", "C", "C", "C", "C", "C", "C", "N", "C", "C", "N", "C", "C", "C", "C", "C", "C", "C", "C", "C", "C", "C", "C", "C", "H", "H", "H", "H", "H", "H", "H", "H", "H", "H", "H", "H", "H", "H", "H", "H", "H", "H", "H", "H", "H", "H", "H", "H", "H", "H", "H", "H", "H", "H", "H", "H", "H", "H", "H", "H", "H", "H", "H", "S", "C", "C", "C", "C", "C", "C", "H", "H", "H", "H", "H", "I"],
  "coordinates": [[0.251, -1.298, -0.195], [3.945, 2.475, -0.993], [3.217, 1.254, -1.285], [2.018, 0.874, -0.781], [1.520, -0.103, -1.540], [2.417, -0.387, -2.534], [3.475, 0.469, -2.403], [4.748, 0.607, -3.134], [4.828, 1.400, -4.273], [6.030, 1.533, -4.952], [7.161, 0.875, -4.493], [7.089, 0.084, -3.356], [5.888, -0.051, -2.679], [2.114, -1.371, -3.582], [3.120, -2.055, -4.259], [2.798, -2.953, -5.263], [1.472, -3.183, -5.601], [0.467, -2.511, -4.924], [0.785, -1.612, -3.921], [0.768, 0.832, 0.756], [-0.623, 0.287, 1.974], [-1.208, -0.743, 1.373], [-1.800, -1.493, 2.344], [-1.603, -0.886, 3.558], [-0.866, 0.258, 3.299], [-0.251, 1.133, 4.273], [-1.970, -1.329, 4.907], [-2.682, -0.509, 5.779], [-3.017, -0.957, 7.046], [-2.649, -2.233, 7.451], [-1.941, -3.055, 6.585], [-1.598, -2.606, 5.321], [-2.449, -2.779, 2.051], [-3.770, -3.012, 2.421], [-4.359, -4.241, 2.168], [-3.633, -5.241, 1.535], [-2.317, -5.011, 1.161], [-1.722, -3.787, 1.424], [1.936, -0.066, 1.887], [1.484, -1.230, 2.298], [2.501, -1.841, 2.957], [3.601, -1.017, 2.970], [3.225, 0.120, 2.275], [4.021, 1.315, 2.118], [4.954, -1.252, 3.488], [5.564, -0.368, 4.376], [6.838, -0.622, 4.857], [7.511, -1.771, 4.466], [6.904, -2.663, 3.595], [5.635, -2.404, 3.104], [2.279, -3.134, 3.626], [2.014, -4.274, 2.875], [1.734, -5.472, 3.513], [1.720, -5.540, 4.899], [1.987, -4.405, 5.652], [2.261, -3.204, 5.016], [3.353, 3.079, -0.312], [4.093, 3.037, -1.915], [4.920, 2.258, -0.557], [3.938, 1.899, -4.634], [6.080, 2.145, -5.842], [8.098, 0.975, -5.024], [7.968, -0.436, -3.000], [5.818, -0.681, -1.801], [4.157, -1.899, -3.996], [3.590, -3.484, -5.776], [1.223, -3.894, -6.377], [-0.569, -2.696, -5.167], [-0.001, -1.089, -3.386], [-0.395, 0.710, 5.265], [-0.687, 2.131, 4.230], [0.819, 1.200, 4.063], [-2.992, 0.476, 5.453], [-3.573, -0.314, 7.715], [-2.912, -2.584, 8.439], [-1.648, -4.049, 6.895], [-1.029, -3.238, 4.650], [-4.332, -2.227, 2.911], [-5.386, -4.416, 2.459], [-4.096, -6.197, 1.330], [-1.747, -5.782, 0.660], [-0.685, -3.615, 1.145], [4.104, 1.855, 3.061], [3.527, 1.959, 1.401], [5.017, 1.054, 1.763], [5.031, 0.512, 4.710], [7.300, 0.070, 5.547], [8.503, -1.973, 4.846], [7.422, -3.563, 3.293], [5.159, -3.093, 2.420], [2.000, -4.206, 1.792], [1.520, -6.354, 2.924], [1.500, -6.477, 5.392], [1.973, -4.451, 6.732], [2.454, -2.309, 5.594], [1.336, -3.314, -0.768], [0.336, -4.229, -1.876], [-1.014, -3.951, -2.054], [-1.776, -4.700, -2.938], [-1.203, -5.738, -3.660], [0.148, -6.019, -3.481], [0.910, -5.272, -2.602], [-1.479, -3.142, -1.485], [-2.826, -4.466, -3.058], [-1.798, -6.322, -4.348], [0.614, -6.822, -4.037], [1.964, -5.485, -2.482], [0.794, 3.263, 1.274]]
}


[3]
{
  "formula": "C4H7NO2",
  "method": "ωB97M-V/def2-TZVPD",
  "e_tot_ev": -9846.143,
  "total_charge": 0,
  "spin_multiplicity": 1,
  "smiles": "[H]/N=C1/CO[C@H](C)O1",
  "symbols": ["H", "N", "C", "C", "O", "C", "C", "O", "H", "H", "H", "H", "H", "H"],
  "coordinates": [[0.998, -1.073, 2.736], [0.084, -1.302, 2.346], [-0.131, -0.641, 1.296], [-1.379, -0.708, 0.451], [-1.097, 0.104, -0.670], [0.089, 0.826, -0.434], [1.007, 0.711, -1.625], [0.711, 0.251, 0.716], [-1.576, -1.733, 0.123], [-2.248, -0.341, 1.011], [-0.145, 1.873, -0.192], [1.946, 1.239, -1.439], [0.523, 1.139, -2.507], [1.216, -0.346, -1.812]]
}


[4]
{
  "formula": "C23H22N4O3S",
  "method": "ωB97M-V/def2-TZVPD",
  "e_tot_ev": -47145.677,
  "total_charge": 0,
  "spin_multiplicity": 1,
  "smiles": "Cc1occc1-c1nnc(SCC(=O)N2CCCc3ccccc32)n1Cc1ccco1",
  "symbols": ["C", "C", "O", "C", "C", "C", "C", "N", "N", "C", "S", "C", "C", "O", "N", "C", "C", "C", "C", "C", "C", "C", "C", "C", "N", "C", "C", "C", "C", "C", "O", "H", "H", "H", "H", "H", "H", "H", "H", "H", "H", "H", "H", "H", "H", "H", "H", "H", "H", "H", "H", "H", "H"],
  "coordinates": [[2.107, 2.307, -0.358], [2.035, 2.119, 1.111], [3.088, 2.451, 1.878], [2.769, 2.166, 3.155], [1.522, 1.640, 3.234], [1.032, 1.602, 1.896], [-0.237, 1.118, 1.415], [-0.922, 1.649, 0.435], [-2.024, 0.908, 0.240], [-1.990, -0.077, 1.096], [-3.130, -1.393, 1.129], [-3.326, -1.463, -0.684], [-1.913, -1.495, -1.270], [-1.028, -2.068, -0.663], [-1.705, -0.854, -2.444], [-2.712, -0.138, -3.202], [-2.567, 1.352, -2.908], [-1.222, 1.817, -3.461], [-0.133, 0.793, -3.282], [1.171, 1.136, -3.615], [2.209, 0.233, -3.494], [1.948, -1.052, -3.052], [0.657, -1.421, -2.724], [-0.382, -0.501, -2.819], [-0.885, 0.003, 1.886], [-0.409, -0.992, 2.813], [1.001, -1.362, 2.485], [1.575, -1.694, 1.294], [2.951, -1.888, 1.569], [3.104, -1.661, 2.900], [1.928, -1.339, 3.466], [1.133, 2.094, -0.787], [2.394, 3.330, -0.594], [2.848, 1.636, -0.793], [3.503, 2.382, 3.905], [1.010, 1.337, 4.124], [-3.866, -2.383, -0.904], [-3.904, -0.590, -0.969], [-3.707, -0.515, -2.972], [-2.518, -0.332, -4.263], [-3.382, 1.917, -3.361], [-2.590, 1.499, -1.827], [-0.922, 2.747, -2.973], [-1.313, 2.025, -4.533], [1.368, 2.139, -3.969], [3.216, 0.528, -3.752], [2.747, -1.774, -2.967], [0.451, -2.424, -2.391], [-0.463, -0.621, 3.841], [-1.074, -1.858, 2.714], [1.073, -1.793, 0.353], [3.714, -2.160, 0.869], [3.961, -1.698, 3.543]]
}


[5]
{
  "formula": "C10H7F3O",
  "method": "ωB97M-V/def2-TZVPD",
  "e_tot_ev": -20682.489,
  "total_charge": 0,
  "spin_multiplicity": 1,
  "smiles": "O[C@@]1(C(F)(F)F)C=Cc2ccccc21",
  "symbols": ["O", "C", "C", "F", "F", "F", "C", "C", "C", "C", "C", "C", "C", "C", "H", "H", "H", "H", "H", "H", "H"],
  "coordinates": [[2.387, 0.026, -1.781], [2.021, 0.199, -0.465], [3.166, -0.297, 0.378], [3.439, -1.565, 0.073], [4.343, 0.362, 0.246], [2.892, -0.267, 1.694], [1.791, 1.808, -0.048], [0.545, 1.990, 0.412], [-0.175, 0.682, 0.393], [-1.482, 0.309, 0.730], [-1.845, -1.029, 0.739], [-1.044, -2.019, 0.133], [0.216, -1.629, -0.339], [0.665, -0.308, -0.115], [1.646, 0.046, -2.318], [2.522, 2.589, -0.051], [-0.066, 2.735, 0.830], [-2.227, 1.122, 1.182], [-2.794, -1.427, 1.149], [-1.431, -2.987, 0.129], [0.742, -2.459, -0.799]]
}


[6]
{
  "formula": "C3H4N2S2",
  "method": "ωB97M-V/def2-TZVPD",
  "e_tot_ev": -27824.396,
  "total_charge": 0,
  "spin_multiplicity": 1,
  "smiles": "N#CS/C=C(/N)S",
  "symbols": ["N", "C", "S", "C", "C", "N", "S", "H", "H", "H", "H"],
  "coordinates": [[-1.890, -0.970, -3.307], [-2.224, -0.159, -2.580], [-2.519, 0.871, -1.304], [-1.276, -0.164, -0.514], [-0.013, 0.231, -0.386], [0.846, -0.620, 0.215], [0.640, 1.878, -0.735], [-1.623, -1.144, -0.139], [0.325, -1.313, 0.693], [1.835, -0.278, 0.224], [-0.639, 2.408, -1.138]]
}